(1)
# C3H14N2O2

A cluster of 3 separate species, C3H14N2O2 in total (the ωB97M-V functional and the def2-TZVPD basis, the Open Molecules 2025 dataset).

Structure (XYZ):
```
21
Properties=species:S:1:pos:R:3:nbo_charge:R:1
N 0.0800 -0.3026 -2.3468 -0.82
C -0.0977 0.6365 -1.2881 -0.20
C -0.3281 0.0331 0.1591 -0.43
C 0.1409 1.0377 1.2482 -0.23
N -0.6215 0.8519 2.5823 -0.85
H 0.3124 0.2070 -3.1997 0.34
H 0.8772 -0.8685 -2.2812 0.37
H -0.8694 1.3583 -1.4628 0.19
H 0.7934 1.3733 -1.1969 0.14
H -1.3336 -0.5505 0.3319 0.21
H 0.2323 -0.8574 0.3382 0.20
H 0.1541 2.1591 1.2023 0.20
H 1.2118 0.8536 1.3367 0.17
H 0.0097 0.6506 3.3651 0.35
H -1.1697 -0.0879 2.4084 0.35
O 2.5492 -0.2606 -3.9534 -0.95
H 2.3087 -0.8759 -4.6654 0.48
H 2.1840 0.6665 -4.1623 0.48
O -2.4839 -1.8032 3.7920 -0.94
H -1.6533 -1.4542 4.1490 0.47
H -2.2964 -2.7666 3.6435 0.47
```

For the maximum force, the calculation gives 3.5 eV Å⁻¹. For the HOMO energy, the calculation gives -9.0642 eV. The charge is 0. Its energy above the lowest of the compared OMol25 structures with the same formula, charge and spin is 53.8 kcal per mole.


(2)
# C29H35ClFIN3O7PS

A cluster of 4 separate species, C29H35ClFIN3O7PS in total (the ωB97M-V functional and the def2-TZVPD basis, the Open Molecules 2025 dataset).

Structure (XYZ):
```
79
Properties=species:S:1:pos:R:3:mulliken_charge:R:1
C -0.1241 1.1282 -0.6715 -1.25
N -0.4885 1.7184 -1.9579 1.15
C 0.1954 1.3400 -3.0844 -0.78
N 1.4415 1.6432 -3.3543 0.81
S 2.1175 1.1337 -4.8638 -0.15
C 2.1908 2.4508 -2.3738 -0.26
C 3.3724 3.1968 -2.9464 -1.08
O 4.4443 2.3919 -3.4431 -0.29
C 4.7707 1.3147 -2.7105 0.16
O 5.1463 0.3236 -3.2301 -0.43
N -0.6226 0.6225 -3.9350 0.58
C -0.4053 -0.8342 -3.9512 -1.10
C -0.3184 -1.5408 -2.6113 -0.39
F -1.5132 -1.6160 -1.9241 -0.22
C -1.9144 1.2059 -3.7506 -1.44
I -1.7709 2.9223 -5.2125 0.06
C -3.2077 0.4433 -4.2355 0.46
O -3.9456 1.0177 -5.0249 -0.72
O -3.3454 -0.6882 -3.7228 -0.70
C -1.9193 1.9052 -2.2947 1.60
Cl -2.0266 3.6726 -2.4836 -0.17
C -2.9144 1.3971 -1.2886 -1.41
P -4.6868 1.7625 -1.5955 1.00
O -5.2994 2.1791 -0.3333 -0.75
O -5.3611 0.4305 -2.1388 -0.54
O -4.8357 2.7938 -2.7788 -0.46
H 0.9434 1.0234 -0.5197 0.24
H -0.4863 1.7740 0.1275 0.22
H -0.5970 0.1628 -0.5026 0.44
H 1.0495 1.4386 -5.6332 0.23
H 1.4880 3.2033 -2.0086 0.48
H 2.4337 1.8522 -1.5012 0.11
H 3.7354 3.9178 -2.2134 0.39
H 3.0153 3.7895 -3.7853 0.42
H 4.7052 1.3631 -1.6171 0.37
H 0.5434 -1.0586 -4.4414 0.50
H -1.1681 -1.3167 -4.5532 0.64
H -0.0104 -2.5685 -2.8177 0.45
H 0.4611 -1.1279 -1.9660 0.29
H -2.7092 1.8827 -0.3361 0.44
H -2.8024 0.3276 -1.1157 0.40
H -4.7637 -0.3318 -2.1465 0.35
H -5.5260 2.4866 -3.3871 0.34
C 0.1474 -2.4855 4.0966 -0.33
C 0.8436 -1.6786 3.2086 -0.83
C 0.3396 -1.4539 1.9359 0.14
C -0.8649 -2.0285 1.5514 -0.21
C -1.5623 -2.8323 2.4414 -0.75
C -1.0545 -3.0634 3.7121 -0.39
H 0.5415 -2.6645 5.0886 0.40
H 1.7800 -1.2258 3.5092 0.40
H 0.8886 -0.8291 1.2414 0.33
H -1.2624 -1.8528 0.5588 0.41
H -2.5016 -3.2793 2.1436 0.40
H -1.5968 -3.6947 4.4042 0.43
C 2.6984 -4.8633 3.0404 -0.03
C 3.9755 -5.2720 2.6813 -0.56
C 4.4087 -6.5534 2.9913 -0.37
C 3.5612 -7.4300 3.6535 -0.40
C 2.2831 -7.0230 4.0096 -0.52
C 1.8525 -5.7387 3.7067 -0.13
H 2.3615 -3.8637 2.8018 0.24
H 4.6349 -4.5902 2.1593 0.36
H 5.4067 -6.8694 2.7162 0.36
H 3.8968 -8.4309 3.8918 0.36
H 1.6217 -7.7078 4.5245 0.37
H 0.8575 -5.4195 3.9889 0.33
C 0.1813 4.5299 3.9701 -0.41
C -0.9666 4.3960 4.7384 -0.42
C -2.1932 4.1797 4.1254 -0.43
C -2.2729 4.0887 2.7431 -0.51
C -1.1238 4.2197 1.9759 -0.21
C 0.1023 4.4435 2.5875 -0.47
H 1.1367 4.7019 4.4490 0.37
H -0.9054 4.4610 5.8169 0.37
H -3.0883 4.0813 4.7252 0.39
H -3.2285 3.9158 2.2638 0.48
H -1.1868 4.1493 0.8952 0.51
H 0.9973 4.5511 1.9866 0.38
```

For the maximum force, the calculation gives 2.7 eV Å⁻¹. For the HOMO energy, the calculation gives -8.2343 eV. The charge is 0.


(3)
# C4H10N2OS

A cluster of 2 separate species, C4H10N2OS in total (the ωB97M-V functional and the def2-TZVPD basis, the Open Molecules 2025 dataset).

Structure (XYZ):
```
18
Properties=species:S:1:pos:R:3:nbo_charge:R:1
C -1.0702 0.2925 0.5167 -0.24
N -1.6389 -0.5893 -0.5636 -0.67
C -1.7346 -2.0647 -0.2759 0.54
O -1.3657 -2.6846 0.7233 -0.57
C 0.3740 0.7961 0.1651 -0.08
C 1.3879 -0.3040 0.2623 -0.57
S 2.7045 0.2631 -0.8691 0.01
N 0.7606 1.9994 0.9165 -0.87
H -1.7281 1.1686 0.7888 0.21
H -0.9149 -0.2877 1.4392 0.23
H -1.5579 -0.3072 -1.5582 0.40
H -1.7892 -2.5292 -1.3501 0.11
H 0.3784 1.2130 -0.8951 0.18
H 1.7555 -0.5617 1.3032 0.25
H 1.0690 -1.2552 -0.1515 0.24
H 1.1041 -0.1338 -2.0705 0.08
H 1.8442 2.0326 0.9843 0.37
H 0.4211 2.9522 0.6347 0.38
```

For the maximum force, the calculation gives 4.0 eV Å⁻¹. For the HOMO energy, the calculation gives -9.0485 eV. The charge is 0. Its energy above the lowest of the compared OMol25 structures with the same formula, charge and spin is 113.6 kcal per mole.


Asked for total energy across the records above, the calculation gives -10411.46009 -92906.91422 -20168.99763 eV in order.
Asked for LUMO energy across the records above, the calculation gives 0.6 -1.0 -1.5 eV in order.